1.
Computed, not measured: a structure of composition C15H27F3NiO7P2Sb2 in a non-equilibrium geometry, with wB97M-V/def2-TZVPD.

Cartesian coordinates (Å):
O  1.022  1.048  -2.680
H  -0.821  -4.844  -1.146
H  -6.737  0.831  2.030
O  -1.873  -0.399  -1.033
C  -4.081  -2.278  1.062
C  -5.799  -3.534  -0.113
H  -4.041  -0.973  2.766
H  -6.797  -3.576  -0.529
O  -0.056  1.892  -0.591
C  -3.680  -4.546  0.334
H  -2.635  3.467  -2.711
O  -3.330  -0.532  -3.213
H  -5.472  0.954  3.271
H  -1.809  1.864  1.295
C  -3.647  -1.014  1.746
H  -3.734  2.070  -2.645
H  -6.031  -1.532  0.583
C  -3.235  -3.392  0.978
Sb  -0.317  -2.622  0.289
H  0.993  -4.828  1.083
O  0.227  3.480  -2.590
Sb  -4.283  0.832  0.803
O  -1.409  1.785  -4.251
H  -5.930  2.376  2.316
C  -1.647  1.561  -2.850
H  0.770  0.639  -3.522
H  -1.159  -1.665  -3.845
C  1.848  -0.297  0.136
H  -3.040  3.037  1.801
P  -2.064  -0.206  -2.537
Ni  0.044  -0.198  -0.442
C  -2.766  1.981  1.803
H  -2.668  1.647  2.836
F  2.542  0.852  0.005
H  -1.736  -3.489  -1.832
H  -1.519  -4.402  1.761
P  -0.081  2.020  -2.071
H  1.544  -3.445  2.066
H  0.014  -3.652  -2.168
H  -1.824  -2.841  2.521
O  -0.823  -0.953  -3.287
H  -2.125  1.355  -4.739
H  -2.562  -0.942  1.815
H  -5.272  -5.532  -0.708
C  -5.785  1.296  2.285
H  -2.758  2.494  -1.234
C  -0.771  -3.793  -1.427
H  2.158  -3.648  0.421
H  -0.007  3.586  -3.525
C  -5.360  -2.382  0.517
F  2.016  -0.671  1.442
F  2.544  -1.229  -0.591
C  -2.767  2.457  -2.323
C  1.289  -3.780  1.063
H  -3.019  -5.404  0.277
C  -1.863  -3.382  1.577
C  -4.949  -4.625  -0.214

Total charge: 0
E_LUMO (alpha / beta) in eV: -0.1933 / -0.1674
Energy relative to the best compared isomer or geometry (same formula, charge and spin) in kJ/mol: 57.35
Frontier orbital gap (alpha / beta) in Ha: 0.2952 / 0.2962
E_tot in Ha: -4085.7509
Maximum force in Eh/bohr: 0.0247


2.
Computed, not measured: a structure of composition C27H28BeF5N2OP2S5 in a non-equilibrium geometry, with wB97M-V/def2-TZVPD.

Cartesian coordinates (Å):
H  -3.283  3.088  0.825
C  -2.684  -1.806  -0.674
H  0.991  -2.426  -2.449
C  3.502  -2.215  -0.065
H  0.897  3.618  0.134
H  3.704  -3.294  -0.034
S  -1.099  1.068  -2.714
H  4.257  -1.720  -0.732
F  -1.444  -3.575  -1.668
H  -1.766  -0.422  2.318
F  -6.168  -3.955  -1.189
N  3.208  0.772  1.061
P  -0.851  1.249  0.879
H  0.077  -2.642  0.129
H  3.380  0.630  -1.865
H  2.399  -0.541  -2.783
S  -2.765  -2.228  -4.918
C  -3.830  -3.794  -1.545
H  -2.680  4.146  -0.447
H  1.863  1.141  -2.580
C  1.958  0.654  0.721
F  -6.308  -1.568  -0.118
C  -1.130  3.929  1.871
C  -3.943  -1.342  -0.273
C  -5.102  -2.027  -0.509
N  1.081  1.729  2.661
C  -2.543  3.106  0.008
H  -2.758  1.034  2.374
C  -0.123  3.419  -0.357
O  -1.574  -1.168  -0.531
H  6.021  2.059  4.427
C  -5.026  -3.241  -1.124
C  1.899  -2.737  -1.899
C  2.347  1.700  3.084
C  4.773  1.496  2.796
C  2.397  0.322  -2.142
C  3.424  1.324  2.291
C  -1.730  0.659  2.368
F  -3.998  -0.110  0.290
H  1.763  2.275  5.016
H  -1.224  5.044  1.693
H  1.843  -3.837  -1.779
S  -4.349  -0.314  -3.431
H  3.726  -1.836  0.917
F  -3.869  -4.977  -2.214
C  0.909  1.232  1.475
C  -2.794  -0.768  -3.959
C  -2.673  -3.091  -1.304
H  -0.406  4.386  -0.804
P  1.414  -0.323  -0.749
H  5.577  1.219  2.126
H  2.773  -2.558  -2.534
H  -1.909  3.654  2.583
C  4.974  1.933  4.063
C  -1.519  -0.268  -3.705
Be  -0.876  0.087  -0.965
H  1.411  -3.838  0.563
H  -0.074  2.731  -1.241
C  -1.172  3.069  0.659
C  2.078  -2.079  -0.522
S  -0.317  -3.664  -5.896
H  -2.704  2.328  -0.783
C  -1.073  -2.412  -5.141
H  -1.290  0.962  3.309
H  1.199  -2.353  1.448
H  -0.170  3.875  2.440
C  2.620  2.108  4.409
C  3.859  2.255  4.912
H  3.978  2.618  5.928
S  -0.187  -1.011  -4.575
C  1.106  -2.778  0.434

Total charge: -1
E_LUMO in eV: 0.7358
Energy relative to the best compared isomer or geometry (same formula, charge and spin) in kJ/mol: 36.25
Frontier orbital gap in Ha: 0.1477
E_tot in Ha: -4418.2942
Maximum force in Eh/bohr: 0.0487


3.
Computed, not measured: a structure of composition C25H37GeNO2PdS in a non-equilibrium geometry, with wB97M-V/def2-TZVPD.

Cartesian coordinates (Å):
H  -2.561  3.291  1.515
C  4.740  -0.499  -2.361
H  -3.223  2.104  -0.615
C  0.053  2.494  0.689
H  -4.324  4.887  1.462
H  -3.823  2.460  2.368
C  -1.255  -1.268  -3.223
Pd  0.943  -1.087  -0.386
O  -0.512  -2.933  -0.361
O  0.730  -1.395  1.658
H  -0.327  2.024  5.370
C  -1.991  -1.330  -4.347
H  -4.527  4.121  -0.119
H  1.219  1.685  4.578
H  -1.709  -2.100  1.054
C  -3.557  2.857  1.387
H  5.050  -0.326  -3.386
H  0.717  3.341  4.888
C  -2.735  0.478  0.799
H  1.461  1.839  2.189
Ge  -0.964  0.944  0.066
H  -2.037  -1.210  -6.552
H  -0.763  -4.979  -0.628
C  -1.000  -2.926  0.992
H  0.911  -3.463  1.874
H  0.803  2.663  -0.085
N  1.044  -0.919  -2.411
C  0.356  2.357  4.591
H  -2.679  0.277  1.867
C  2.326  -0.740  -2.925
C  3.356  -0.691  -2.023
H  -1.528  -3.850  1.232
C  5.660  -0.562  -1.366
H  -5.563  3.678  1.231
H  -1.265  1.329  -1.417
C  -0.342  2.415  3.231
H  -1.689  -1.443  -2.250
H  -4.535  1.330  0.195
H  -1.045  3.249  3.211
C  3.877  -1.009  0.349
C  0.651  2.562  2.083
C  0.743  -0.873  -4.735
C  5.229  -0.817  -0.014
H  -3.061  -0.435  0.298
H  2.107  -0.063  2.440
C  -0.005  -4.219  -0.802
C  2.926  -0.918  -0.617
H  2.348  -1.774  2.935
H  -3.056  -1.527  -4.290
H  1.145  3.537  2.155
H  -0.795  3.184  0.516
C  0.145  -1.016  -3.366
H  0.912  -4.487  -0.277
C  -1.387  -1.154  -5.682
H  0.384  -0.843  -6.867
H  -0.246  -2.692  2.974
C  1.623  -0.984  2.738
H  6.716  -0.439  -1.577
C  -4.545  3.949  0.959
C  -0.036  -0.942  -5.872
S  2.420  -0.655  -4.657
C  -3.523  1.719  0.375
H  1.020  -0.817  3.627
H  -0.946  1.508  3.085
C  0.130  -2.706  1.951
H  0.184  -4.142  -1.870
H  3.641  -1.202  1.382
H  5.983  -0.844  0.769

Total charge: +4
E_LUMO (alpha / beta) in eV: -16.3476 / -16.1934
Energy relative to the best compared isomer or geometry (same formula, charge and spin) in kJ/mol: 0.00
Frontier orbital gap (alpha / beta) in Ha: 0.1494 / 0.1551
E_tot in Ha: -3781.2875
Maximum force in Eh/bohr: 0.0461


4.
Computed, not measured: an isolated molecule of CH3N3S in a non-equilibrium geometry, with wB97M-V/def2-TZVPD.

Cartesian coordinates (Å):
S  1.458  0.130  -0.027
C  -0.155  1.077  -0.091
H  0.734  -2.157  0.499
H  -0.177  1.685  0.714
N  -1.200  0.086  -0.108
H  -0.279  1.568  -0.971
N  -0.849  -1.068  0.011
N  0.468  -1.321  -0.027

Total charge: 0
E_LUMO in eV: 0.6467
Structure (SMILES): C1N=NNS1
Energy relative to the best compared isomer or geometry (same formula, charge and spin) in kJ/mol: 65.78
Frontier orbital gap in Ha: 0.3344
E_tot in Ha: -602.2699
Maximum force in Eh/bohr: 0.0718


Molar mass (g mol⁻¹)
740.5, 722.8, 594.7, 89.1